1.
{"formula": "C4H5O5Rb", "method": "ωB97M-V with the def2-TZVPD basis set", "symbols": ["Rb", "O", "O", "O", "O", "O", "C", "C", "C", "C", "H", "H", "H", "H", "H"], "positions_angstrom": [[5.8077, 0.8479, 0.7994], [0.6134, -1.3159, -0.2259], [-1.1527, 1.9552, -0.4969], [-0.7722, 0.5508, 1.2306], [2.6042, -0.4227, -0.0212], [0.8985, 0.9500, -0.3285], [-0.7956, -1.1789, -0.5016], [1.4166, -0.2796, -0.2265], [-1.5111, -0.6237, 0.7059], [-0.2714, 1.3908, 0.3397], [-2.5350, -0.3329, 0.4421], [-0.9182, -0.5475, -1.3902], [-1.5312, -1.3372, 1.5345], [-1.1456, -2.1891, -0.7306], [-0.7073, 2.5327, -1.1308]], "forces_ev_per_a": [[-0.37, -0.16, -0.09], [-0.41, -0.61, -0.23], [-0.37, 0.09, -0.25], [-0.49, -0.75, -0.08], [-0.20, 0.17, -0.56], [-0.10, 0.62, -0.68], [0.12, 0.16, -0.28], [1.10, -0.02, 1.59], [0.07, 0.44, 0.18], [0.32, -0.25, 0.12], [0.23, 0.00, 0.08], [-0.06, -0.12, 0.22], [0.08, 0.24, -0.15], [0.06, 0.22, 0.04], [0.02, -0.04, 0.09]], "multiplicity": 2, "lumo_ev": [-3.832, -3.835], "total_energy_ha": -555.45278, "s_squared": 0.753, "gap_ha": [0.2534, 0.3675], "de_lowest_kj_mol": 0.0, "total_charge": 1}

***

2.
{"formula": "C4H5O6Pb", "method": "ωB97M-V with the def2-TZVPD basis set", "symbols": ["Pb", "O", "O", "O", "O", "O", "O", "C", "C", "C", "C", "H", "H", "H", "H", "H"], "positions_angstrom": [[4.9498, -0.1768, 0.1685], [0.9053, -0.4461, 0.2420], [-1.4374, -0.4570, -0.0243], [-3.3915, -2.0007, -0.2764], [2.6429, -1.8002, 0.6589], [2.9561, 0.0661, -0.4566], [-3.9039, 0.1644, 0.0430], [0.4893, 0.9161, -0.0875], [-1.0218, 0.8978, 0.0152], [-3.2185, -0.8198, -0.0970], [2.2315, -0.8547, 0.0045], [-1.4334, 1.4499, -0.8396], [0.9525, 1.5858, 0.6429], [0.8173, 1.1224, -1.1126], [-1.3400, 1.3611, 0.9608], [-0.1981, -1.0083, 0.1581]], "forces_ev_per_a": [[-0.14, -0.73, 0.26], [1.57, -0.79, -0.75], [3.22, -0.68, 0.20], [2.24, 1.45, 0.26], [0.48, -0.24, -1.31], [1.01, 1.91, -2.25], [2.75, 0.08, -0.01], [0.49, 0.44, -0.64], [-1.14, -0.25, 0.33], [-4.92, -1.73, -0.24], [-2.30, -0.28, 4.45], [-0.05, -0.01, 0.34], [0.01, -0.12, -0.27], [0.03, 0.01, 0.36], [-0.04, -0.01, -0.33], [-3.20, 0.95, -0.41]], "multiplicity": 1, "lumo_ev": -7.950, "total_energy_ha": -799.32995, "gap_ha": 0.1421, "de_lowest_kj_mol": 375.4, "total_charge": 1}

***

3.
{"formula": "C4H5O6Sn", "method": "ωB97M-V with the def2-TZVPD basis set", "symbols": ["Sn", "O", "O", "O", "O", "O", "O", "C", "C", "C", "C", "H", "H", "H", "H", "H"], "positions_angstrom": [[-1.0453, -3.8649, 1.7823], [-1.5713, -1.9635, 1.6820], [0.3242, 0.3486, -1.5090], [-0.4623, -3.0005, 0.0924], [2.4042, 0.7490, -2.0317], [1.4309, 1.9427, -0.4572], [-1.2400, -0.9126, -0.2283], [-0.0194, 1.3779, 0.8561], [-0.7353, 0.3810, 0.0239], [-1.0549, -1.9839, 0.5340], [1.3001, 1.1671, -1.4308], [-1.5773, 0.9553, -0.3953], [-0.2332, 0.1794, 1.4411], [-0.6753, 2.2356, 1.0449], [0.8064, 1.4377, 1.5702], [2.3485, 0.9511, -2.9746]], "forces_ev_per_a": [[0.08, -6.42, 4.12], [-0.57, 2.10, 0.03], [-1.61, 0.21, -0.90], [0.25, 1.46, -1.96], [1.48, 0.54, -2.05], [0.46, 1.33, -2.89], [1.38, 0.36, 0.13], [-1.00, -3.77, 2.37], [0.11, 3.02, -3.65], [0.40, 2.31, -1.17], [-0.03, -1.02, 4.98], [0.29, -0.18, 0.55], [-1.81, 1.68, 1.52], [-0.20, -0.68, 0.11], [0.62, -0.54, -1.12], [0.17, -0.38, -0.06]], "multiplicity": 2, "lumo_ev": [0.099, -0.303], "total_energy_ha": -820.89973, "s_squared": 0.754, "gap_ha": [0.2380, 0.3183], "de_lowest_kj_mol": 428.7, "total_charge": 0}

***

4.
{"formula": "C4H5O6Sn", "method": "ωB97M-V with the def2-TZVPD basis set", "symbols": ["Sn", "O", "O", "O", "O", "O", "O", "C", "C", "C", "C", "H", "H", "H", "H", "H"], "positions_angstrom": [[3.8892, 0.3006, 1.1343], [2.7859, 0.8804, -0.2982], [-0.4903, 0.9352, -0.6047], [1.2360, -0.6448, -0.9274], [-2.6127, 0.5022, -0.0232], [2.5662, -1.0040, 0.7934], [-1.6447, 2.4582, 0.3976], [-1.6881, 1.2831, -0.2088], [2.1981, -0.2273, -0.1356], [-0.1516, -0.6134, -0.6209], [-0.9402, -1.3021, 0.4450], [-0.1463, -0.7891, 1.1803], [-0.5408, -2.3100, 0.6205], [-1.8918, -1.6415, 0.0177], [-2.0084, 3.1334, -0.1904], [-0.5605, -0.9609, -1.5797]], "forces_ev_per_a": [[8.11, 2.63, 5.91], [-2.00, 0.98, -2.97], [2.72, -2.65, -0.68], [0.53, 0.81, 0.86], [0.80, 1.64, -1.64], [-2.08, -2.81, 0.04], [0.04, 1.93, -0.68], [-2.26, -3.12, 2.94], [-4.63, -1.43, -2.64], [-3.57, 1.18, -4.70], [6.02, -1.04, 1.00], [-3.98, -0.45, 1.32], [0.74, -0.16, -0.60], [-0.60, 1.73, 1.49], [-0.16, 0.29, 0.32], [0.32, 0.48, 0.01]], "multiplicity": 1, "lumo_ev": -6.203, "total_energy_ha": -820.76235, "gap_ha": 0.2669, "de_lowest_kj_mol": 284.9, "total_charge": 1}

***

5.
{"formula": "C4H5O6Yb", "method": "ωB97M-V with the def2-TZVPD basis set", "symbols": ["Yb", "O", "O", "O", "O", "O", "O", "C", "C", "C", "C", "H", "H", "H", "H", "H"], "positions_angstrom": [[1.4096, -5.2339, -2.6485], [0.0748, -1.2969, -1.0403], [-0.3145, 1.5962, 1.0481], [0.2674, -3.1228, -2.6182], [-0.5904, -1.2580, -3.3296], [-0.4796, 3.2784, 2.3744], [0.5145, 1.4026, 3.1342], [-0.0733, -1.9675, -2.4364], [-0.0434, 2.0329, 2.2709], [0.0822, 0.2675, 0.7408], [-0.2642, 0.0491, -0.7201], [1.1617, 0.1506, 0.9002], [-0.2459, 3.6330, 3.2420], [-0.4579, -0.4456, 1.3769], [-1.3397, 0.1896, -0.9128], [0.2987, 0.7247, -1.3816]], "forces_ev_per_a": [[-0.66, 1.15, 0.05], [0.17, -3.65, -4.15], [-0.37, -0.42, -1.42], [1.29, -1.96, 0.71], [0.13, 0.50, 0.89], [-0.15, 0.11, -0.39], [-0.21, -0.02, -0.58], [-0.41, 2.95, 3.06], [0.61, 0.13, 1.59], [0.31, -0.22, 0.70], [-0.90, 1.51, -1.16], [-0.22, -0.03, 0.05], [0.04, -0.15, 0.12], [0.16, 0.12, -0.09], [0.33, 0.07, 0.28], [-0.11, -0.09, 0.37]], "multiplicity": 2, "lumo_ev": [-10.598, -11.716], "total_energy_ha": -1764.82070, "s_squared": 0.761, "gap_ha": [0.1700, 0.1289], "de_lowest_kj_mol": 93.8, "total_charge": 2}

***

6.
{"formula": "C4H5OP", "method": "ωB97M-V with the def2-TZVPD basis set", "symbols": ["P", "O", "C", "C", "C", "C", "H", "H", "H", "H", "H"], "positions_angstrom": [[-0.6675, 0.9312, 1.3748], [-0.0524, -1.6405, 1.8954], [0.4865, 1.0223, -0.7205], [-0.2533, -0.8342, 1.0167], [-0.1695, -0.1090, -1.2360], [-0.4885, -1.1515, -0.3758], [-0.2728, 0.0049, -2.3738], [0.3083, 2.0126, -1.1417], [1.3159, 0.8399, 0.0203], [-0.6756, -2.1314, -0.7067], [0.4690, 1.0558, 2.2473]], "forces_ev_per_a": [[1.64, 0.29, -1.80], [0.47, -0.43, 0.34], [-0.34, 1.50, 4.40], [-1.40, -0.26, 0.64], [-0.65, -1.59, -1.15], [1.26, 2.23, -2.16], [-0.39, -1.06, 1.68], [0.57, -0.33, -0.03], [-0.35, 0.61, -1.54], [-0.43, -1.09, -0.24], [-0.37, 0.13, -0.15]], "multiplicity": 1, "lumo_ev": -0.679, "total_energy_ha": -571.90213, "gap_ha": 0.2989, "de_lowest_kj_mol": 170.4, "total_charge": 0}